Record 1
Computed, not measured: a structure of composition C26H25GeO, with the ωB97M-V functional and the def2-TZVPD basis.

Element x y z (Å)
C (1.2111, 2.9046, -2.6913)
O (1.7504, 2.6801, -1.3935)
C (0.9318, 2.3874, -0.3144)
C (1.7545, 2.8479, 0.9624)
C (1.0603, 3.4732, 1.9986)
C (1.6447, 3.5990, 3.2775)
C (2.9767, 3.1956, 3.4302)
C (3.7503, 2.7699, 2.3340)
C (3.1270, 2.6729, 1.0827)
H (1.9608, 2.6032, -3.4576)
H (0.2742, 2.3642, -2.9202)
H (1.0055, 3.9845, -2.8797)
H (0.0027, 2.9808, -0.4065)
H (0.0371, 3.8091, 1.8215)
H (1.0365, 3.9998, 4.1243)
H (3.4146, 3.2617, 4.4252)
H (4.8007, 2.5164, 2.4812)
H (3.7244, 2.3800, 0.2221)
H (0.4642, 1.2929, -0.3492)
Ge (-0.3287, -0.6089, -0.4684)
C (-2.0484, -0.3032, 0.3177)
C (-2.8838, -1.3525, 0.7733)
C (-4.1688, -1.0855, 1.2813)
C (-4.5901, 0.2348, 1.3765)
C (-3.7875, 1.3190, 0.9699)
C (-2.5126, 1.0103, 0.4337)
C (-0.6030, -1.4260, -2.1639)
C (-1.4195, -2.5676, -2.3361)
C (-1.6507, -3.1348, -3.6056)
C (-1.0573, -2.5366, -4.7155)
C (-0.2318, -1.4083, -4.6034)
C (0.0058, -0.8844, -3.3117)
C (0.5755, -1.8540, 0.6492)
C (0.9148, -3.1502, 0.2257)
C (1.4920, -4.0928, 1.0965)
C (1.7461, -3.7075, 2.4226)
C (1.4174, -2.4321, 2.8876)
C (0.8275, -1.5176, 1.9981)
H (-2.5512, -2.3798, 0.7404)
H (-4.8285, -1.9111, 1.5957)
H (-5.5834, 0.4732, 1.7825)
H (-4.1128, 2.3718, 1.0467)
H (-1.8715, 1.8383, 0.0983)
H (-1.8945, -3.0398, -1.4913)
H (-2.2813, -4.0290, -3.7169)
H (-1.2253, -2.9536, -5.7179)
H (0.2365, -0.9297, -5.4911)
H (0.6854, -0.0255, -3.1982)
H (0.7285, -3.4543, -0.8002)
H (1.7287, -5.1074, 0.7567)
H (2.2012, -4.4193, 3.1126)
H (1.5978, -2.1355, 3.9445)
H (0.5463, -0.5235, 2.3633)

As for the total charge: +1. Its multiplicity is 1. The frontier orbital gap is 6.424 eV. The calculation puts the total energy at -85921.3308 eV.


Record 2
Computed, not measured: a structure of composition C46H48As2N5O9OsS2Te, with the ωB97M-V functional and the def2-TZVPD basis.

Element x y z (Å)
Os (-0.9763, 1.1019, -0.4928)
C (-5.1930, -8.3359, 8.6060)
O (-5.2282, -8.2751, 7.1580)
C (-4.7112, -7.2833, 6.5029)
C (-4.8054, -7.3720, 5.0812)
C (-4.3035, -6.3783, 4.3084)
C (-3.6802, -5.2443, 4.9044)
C (-3.5849, -5.1695, 6.3198)
C (-4.0839, -6.1567, 7.1128)
C (-3.1855, -4.2179, 4.0450)
N (-3.3149, -4.2373, 2.7190)
C (-2.7410, -3.1039, 2.2808)
C (-2.2373, -2.3566, 3.3434)
N (-2.5298, -3.0751, 4.4581)
C (-1.5973, -1.0860, 3.1681)
C (-1.0526, -0.2965, 4.1872)
C (-0.4623, 0.8996, 3.8586)
C (-0.4480, 1.3099, 2.5295)
N (-0.9815, 0.5873, 1.5445)
C (-1.5239, -0.6188, 1.8466)
C (-1.9999, -1.4053, 0.7285)
N (-1.8035, -0.8795, -0.5095)
C (-2.2301, -1.5809, -1.5575)
C (-2.8622, -2.8169, -1.4381)
C (-3.0568, -3.3609, -0.1921)
C (-2.6136, -2.6436, 0.9217)
H (-5.6724, -9.2739, 8.8586)
H (-5.7540, -7.5009, 9.0214)
H (-4.1600, -8.3344, 8.9482)
H (-5.2812, -8.2451, 4.6572)
H (-4.3661, -6.4291, 3.2316)
H (-3.1159, -4.3205, 6.7998)
H (-4.0075, -6.0837, 8.1871)
H (-2.2884, -2.8392, 5.4061)
H (-1.0803, -0.6223, 5.2188)
H (-0.0180, 1.5345, 4.6114)
H (0.0073, 2.2479, 2.2483)
H (-2.0617, -1.1508, -2.5344)
H (-3.1830, -3.3309, -2.3326)
H (-3.5381, -4.3199, -0.0569)
S (-1.0855, 1.0912, -2.8733)
C (-0.6000, 2.4650, -3.8021)
N (-1.0221, 3.6952, -3.6578)
C (-0.6647, 4.6577, -4.7054)
C (0.4460, 4.0080, -5.5400)
S (0.4183, 2.2250, -5.1525)
H (-1.7395, 3.9189, -2.9733)
H (-0.3256, 5.5854, -4.2482)
H (-1.5526, 4.8696, -5.3023)
H (1.4320, 4.3854, -5.2798)
H (0.2815, 4.1370, -6.6059)
C (4.0898, 3.2742, -0.7937)
O (2.8652, 2.7137, -0.2424)
C (2.5699, 1.4359, -0.2900)
O (1.4650, 1.0977, 0.1367)
C (3.4834, 0.4430, -0.9160)
C (4.5934, 0.0201, -0.3097)
As (6.0664, -1.2737, -0.8387)
C (7.3470, 0.0626, -1.4826)
C (4.9735, -1.7725, -2.4022)
C (4.4438, -0.7719, -3.1192)
As (2.6384, -0.1469, -2.6710)
C (1.6915, -1.6847, -1.9113)
C (5.2211, 0.4010, -3.6104)
O (4.8387, 1.5494, -3.5064)
O (6.3026, 0.0209, -4.2676)
C (7.0979, 1.0732, -4.8550)
C (4.2585, -3.0562, -2.1621)
O (4.2523, -3.6422, -1.1065)
O (3.6922, -3.5064, -3.2829)
C (3.0803, -4.8073, -3.1875)
C (4.9636, 0.5823, 1.0384)
O (5.9487, 1.2529, 1.1687)
O (4.1601, 0.3457, 2.0897)
C (3.3208, -0.8161, 2.1394)
H (4.8728, 3.2296, -0.0447)
H (3.8408, 4.3074, -1.0140)
H (4.3732, 2.7464, -1.7009)
H (8.0488, 0.2194, -0.6669)
H (6.8938, 1.0148, -1.7446)
H (7.8689, -0.3676, -2.3347)
H (2.2723, -2.2657, -1.2005)
H (1.3353, -2.3193, -2.7216)
H (0.8338, -1.2486, -1.3951)
H (8.0446, 0.6117, -5.1133)
H (7.2389, 1.8842, -4.1451)
H (6.6002, 1.4431, -5.7490)
H (2.4849, -4.9174, -4.0879)
H (2.4654, -4.8745, -2.2926)
H (3.8546, -5.5707, -3.1514)
H (2.4570, -0.5403, 2.7400)
H (3.8670, -1.6216, 2.6285)
H (2.9961, -1.1324, 1.1506)
C (-5.1764, 7.1427, -2.4988)
C (-4.0729, 6.2954, -1.9416)
C (-4.3292, 5.0326, -1.4186)
C (-3.3272, 4.2397, -0.8748)
C (-3.7255, 2.9404, -0.2327)
C (-2.0063, 4.7296, -0.8773)
Te (-0.3438, 3.6273, -0.2485)
C (-1.7262, 6.0296, -1.3595)
C (-0.3501, 6.6429, -1.3105)
C (-2.7662, 6.7759, -1.8915)
H (-6.0701, 6.5565, -2.7012)
H (-4.8659, 7.6389, -3.4177)
H (-5.4424, 7.9251, -1.7851)
H (-5.3471, 4.6612, -1.4205)
H (-4.7815, 2.7354, -0.3989)
H (-3.5495, 2.9683, 0.8448)
H (-3.1686, 2.0898, -0.6512)
H (0.3733, 6.0999, -1.9243)
H (0.0425, 6.6597, -0.2926)
H (-0.3839, 7.6694, -1.6681)
H (-2.5574, 7.7719, -2.2644)

Its expectation value of S² is 6.06. As for the total charge: +3. Its multiplicity is 5. The frontier orbital gap (spin up / spin down) is 6.125 / 3.535 eV. The calculation puts the total energy at -227442.1685 eV.


Record 3
Computed, not measured: a cluster of 2 separate species, C4H15N2O2 in total, with the ωB97M-V functional and the def2-TZVPD basis.

Element x y z (Å)
N (1.0961, 0.0659, -0.3098)
C (0.2798, -0.5473, 0.7218)
C (0.6556, 0.3114, 2.0074)
O (2.0418, 0.6321, 1.9010)
C (-1.2437, -0.5760, 0.4378)
N (-1.4818, -0.0114, -0.8371)
C (-1.9427, 1.4179, -0.7209)
H (1.1339, -0.6355, -1.1100)
H (1.9632, 0.3880, 0.1801)
H (0.5653, 0.9758, -0.6471)
H (0.5824, -1.5951, 0.8891)
H (0.2196, -0.1670, 2.9396)
H (0.0469, 1.2716, 2.0510)
H (2.5802, 0.3534, 2.7430)
H (-1.4979, -1.6739, 0.4322)
H (-1.9092, -0.2460, 1.3327)
H (-2.0622, -0.4760, -1.5512)
H (-1.1035, 2.0491, -0.3513)
H (-2.9510, 1.7111, -0.3617)
H (-2.0641, 1.8901, -1.6668)
H (1.3945, -1.3080, -3.3450)
H (2.2664, -2.1202, -2.3266)
O (1.4303, -1.7101, -2.4082)

As for the total charge: +1. Its multiplicity is 1. The frontier orbital gap is 10.250 eV. The calculation puts the total energy at -11458.8005 eV.